(1)
10
Properties=species:S:1:pos:R:3:forces:R:3 method="wB97M-V/def2-TZVPD" smiles="FCC(=S)NS" relative_energy_ev=0.0338 gap_ev=9.20
C -0.3495 -0.2199 -0.3524 0.5917 1.2211 -0.4749
C -0.9072 0.2246 -1.7070 -0.5844 0.5774 0.9258
H 0.5169 0.7322 2.4470 0.6886 -0.3884 -0.9493
H 0.9902 1.2475 -0.5974 0.3782 0.1527 0.5233
H -0.7499 -0.5049 -2.4788 0.0119 -0.5070 -0.2080
H -1.9940 0.4132 -1.5388 0.8455 -0.0414 -0.3966
N 0.7225 0.5184 0.0521 -0.4492 -0.8835 0.6183
F -0.2850 1.4049 -2.1369 -0.1786 -0.1052 -0.0039
S 1.4898 0.2153 1.5839 -0.7829 0.8612 -0.3913
S -1.0970 -1.3521 0.5031 -0.5210 -0.8871 0.3566

---

(2)
8
Properties=species:S:1:pos:R:3:forces:R:3 method="wB97M-V/def2-TZVPD" relative_energy_ev=3.2903 gap_ev="7.63 / 6.63"
C -0.9986 -0.2038 0.6849 3.1380 -1.3237 1.4836
O -1.0283 -0.3802 1.8387 -0.8650 0.3166 -0.6898
P 1.6746 -0.5743 -0.2383 -1.2092 0.2968 -0.8849
P -1.9473 0.3207 -0.7206 -1.0831 -1.6818 -2.1195
H 2.2647 0.7189 -0.1437 -0.2248 -0.0593 0.1515
H 2.3450 -1.0540 0.8687 0.2240 -0.1756 0.8194
H -1.0453 -0.2848 -1.7900 -0.8194 0.8912 1.5095
H -1.2648 1.4574 -0.4997 0.8394 1.7359 -0.2698

---

(3)
15
Properties=species:S:1:pos:R:3:forces:R:3 method="wB97M-V/def2-TZVPD" spin_multiplicity=6 gap_ev="7.33 / 7.05"
Fe -0.5381 -0.0055 -0.1436 -2.9744 2.4488 -1.1566
F -2.3963 -0.2708 -1.0501 2.4872 0.1162 1.1291
C -0.6115 2.2295 0.9301 2.9863 7.0685 -1.1346
O -0.9055 1.2107 1.4349 -3.3449 -9.5199 5.2378
O -0.4095 3.2961 1.4468 -0.5336 2.3337 1.7089
O -0.2666 2.0748 -0.2590 1.2978 -1.5145 -5.9872
O 1.6145 -0.3885 0.4362 -0.1708 -0.4732 -0.3309
H 2.3379 0.1069 0.8203 0.0169 0.6509 0.1367
H 1.7744 -1.2934 0.7040 0.1224 -0.2584 0.1706
O 0.4094 -0.1628 -2.0441 0.3999 -0.4495 -0.1712
H 0.1282 0.1361 -2.9089 -0.6597 0.2325 -0.1190
H 1.3567 -0.2736 -2.1247 0.3628 0.0686 0.2207
O -0.7919 -1.8790 0.7325 0.4715 -0.6954 0.2876
H -0.1773 -2.6127 0.7485 0.1553 -0.2695 -0.0826
H -1.5244 -2.1677 1.2768 -0.6167 0.2612 0.0907

---

(4)
13
Properties=species:S:1:pos:R:3:forces:R:3 method="wB97M-V/def2-TZVPD" smiles="O=C1N[C@H](O)C=C1O" relative_energy_ev=1.7710 gap_ev=9.37
C 0.6707 0.1056 -0.1963 1.5837 -4.6874 0.2015
C 1.1089 -1.2753 -0.1052 -1.8412 5.5279 -0.7312
C -0.0325 -2.0503 0.4151 -0.8228 -1.9348 -0.1189
C -0.6769 0.2006 0.3470 -0.1634 -0.4766 2.2342
N -0.9259 -1.1554 0.9262 -2.2532 0.5580 -0.6968
O -0.2309 -3.2595 0.3282 0.7274 1.3801 0.2555
O 2.1732 -1.9015 -0.5321 2.3026 1.2089 -2.0038
O -1.6366 0.5052 -0.6285 -0.7911 0.5788 -0.1719
H 0.9916 1.0835 -0.4903 1.2904 -0.1673 -0.6197
H -0.5566 0.9421 1.1888 -1.0737 -0.3858 -0.6680
H -1.9110 -1.5392 0.8865 1.5622 0.9258 0.1933
H 2.6708 -1.2708 -1.1704 -1.0344 -1.6711 1.6557
H -1.9024 1.4469 -0.6846 0.5134 -0.8564 0.4702

---

(5)
7
Properties=species:S:1:pos:R:3:forces:R:3 method="wB97M-V/def2-TZVPD" spin_multiplicity=8 charge=+2 relative_energy_ev=0.6546 gap_ev="7.65 / 7.47"
C -1.0858 0.2228 0.2282 -0.1682 -3.4220 0.7845
C -2.3988 -0.0222 -0.0685 -6.5113 1.3280 -0.2540
O -3.5651 0.1607 -0.1953 4.2554 -1.1568 0.0465
O 3.1936 0.1615 -0.4433 -0.6029 0.0499 0.4767
O -1.4864 -1.0813 0.6109 1.1647 3.1619 -0.9393
C 4.1151 0.1252 -1.1057 0.9818 -0.0748 -0.7053
Tb 1.2274 0.4334 0.9735 0.8806 0.1138 0.5909

---

(6)
32
Properties=species:S:1:pos:R:3:forces:R:3 method="wB97M-V/def2-TZVPD" relative_energy_ev=4.7692 gap_ev=3.17
O -4.5279 -0.0629 4.9500 0.0618 -0.8863 0.2990
H -3.9163 0.3484 5.5651 0.5424 0.5020 0.5749
H -5.4578 0.1166 5.1071 -0.7942 0.2978 0.1263
H -4.2552 0.0316 4.0345 0.4506 0.2106 -1.3972
I -1.1078 1.2314 0.2051 -0.2536 -0.1243 0.4508
O 3.6270 1.2364 -4.9422 -0.1831 1.1886 -0.2766
C 4.0530 0.1060 -4.9028 -0.3583 2.1211 -3.0337
N 3.9265 -0.6420 -3.8810 0.4275 -4.2330 4.4839
C 4.6518 -0.5275 -6.1238 0.7371 -0.1821 -0.5801
H 4.4749 -1.4888 -3.8335 -0.2618 -0.0077 -0.2024
H 3.5445 -0.4068 -2.9761 -0.1531 0.7784 -0.4265
H 4.8940 -1.5901 -6.1032 -0.3290 -0.1223 0.4126
H 5.6145 -0.0464 -6.2967 -0.1535 0.3072 -0.3530
H 3.9602 -0.3575 -6.9489 0.2625 0.1731 -0.0316
O -7.5768 -4.1101 0.6139 2.0410 -1.2914 0.1666
C -6.6176 -4.8538 0.9388 -4.3308 2.7267 -0.7026
N -5.3564 -4.3683 1.0469 0.4201 -1.6195 0.7857
C -6.9615 -6.2721 1.3327 1.4159 -0.6463 -0.0938
H -5.1028 -3.4034 0.8894 -0.4833 -0.1452 0.0395
H -4.8934 -4.8913 1.7764 0.8951 0.3612 -0.3376
H -7.7520 -6.7463 0.7510 -0.0399 0.6849 -0.1419
H -7.2437 -6.3468 2.3829 0.0522 0.2308 0.0307
H -6.0741 -6.8846 1.1733 0.0693 -0.2951 0.2370
O 5.9483 5.6101 2.3047 -0.7806 0.2067 -0.2027
C 4.7724 5.4746 1.9639 2.2727 2.2485 -0.8258
N 3.9891 4.5997 2.5259 -2.0403 -2.6673 1.9068
C 4.0966 6.3359 0.9109 0.0603 -0.3025 0.4566
H 3.1782 4.1744 2.0997 0.0032 0.5556 -0.0804
H 4.3083 4.1340 3.3633 0.3178 -0.1018 -0.3273
H 3.0174 6.2619 1.0447 -0.0072 -0.2326 -0.5144
H 4.4633 5.9473 -0.0392 -0.3350 0.4534 -0.2486
H 4.3234 7.3905 1.0673 0.4740 -0.1893 -0.1945